Here is a cluster of 21 separate species, H41O21 in total from the Open Molecules 2025 dataset. Energies are from ωB97M-V with the def2-TZVPD basis set.

Computed properties:
Electronic energy ... -43663.7452 eV
LUMO ... 0.0824 hartree
Net charge ... -1
HOMO ... -0.25579 Eh
Relative energy (zero: lowest compared OMol25 entry of this formula, charge and spin) ... 446.5 kJ/mol
F_max ... 4.81 eV/A

The geometry in XYZ format:
```
62
H41O21 | the Open Molecules 2025 dataset | ωB97M-V with the def2-TZVPD basis set
O -3.9471 2.6301 0.8819
H -4.6587 2.5741 0.1348
H -3.2156 2.1125 0.5086
O 3.6317 -1.6544 2.8158
H -3.5956 -0.8611 1.2700
H 3.8758 -0.7249 2.6715
O -0.1352 0.6720 -3.5070
H 4.8359 -0.6376 -0.1978
H -0.2952 -0.0089 -4.1544
O 3.8704 -0.8780 -0.2774
H 2.7851 -2.3775 -3.4290
H -2.1129 -0.4910 0.9282
O -0.4321 -3.0697 0.4600
H -0.6409 -3.8495 -0.0162
H 0.8528 -2.1396 0.0427
O -2.1909 -2.4045 2.3459
H 1.7580 2.9828 3.1282
H -1.3807 -2.8565 1.9842
O 1.2826 2.4908 3.7825
H 0.5241 0.3353 -2.7989
H 2.7006 -1.6339 2.8818
O -2.3207 4.3847 -0.2642
H 4.0224 -1.6168 0.2741
H -2.0086 -2.4701 3.3093
O -3.0639 -3.7552 0.0478
H -2.0712 3.8634 0.5039
H 2.3894 -1.1063 -2.6967
O 1.4900 -1.4026 0.1399
H 1.4353 1.5593 3.5441
H -1.7714 -1.6581 0.1659
O 1.4346 0.6169 -1.5491
H -2.2020 -1.5956 -3.5215
H 0.8366 1.2016 -1.1124
O 4.6271 0.0070 -2.9340
H 4.2015 0.1930 -2.0684
H 4.3766 0.6470 -3.5543
O 2.0004 -1.9096 -3.1090
H -2.4134 -3.1426 0.3054
H -3.7010 -3.4980 0.7132
O -0.4119 1.9165 -0.2966
H -0.5751 0.9785 -0.1120
H -1.1291 2.2325 -0.9101
O 0.8816 -2.1410 2.6763
H 0.0834 2.7595 1.7596
H 0.6401 -2.7766 1.8368
O -3.1639 -1.5504 -3.5218
H 1.5120 -1.2072 1.0949
O -1.9230 -0.7183 0.0006
H 0.5474 -2.1564 3.5253
H -3.7234 -1.6970 -2.7335
O 3.6921 2.7047 0.5809
H -1.6887 1.2124 -2.8907
H 3.6923 2.3464 -0.3425
O -2.3158 1.3819 -2.1518
H -0.1369 3.6959 0.6591
H -2.5961 0.4549 -1.8378
O 0.5187 3.5318 1.4178
H -2.3205 5.2927 -0.3545
H 3.0198 3.4349 0.5061
O -3.7232 -0.1238 1.8168
H -3.0231 -0.0487 2.4294
H 1.3692 -0.0517 -0.8019
```

***

Here is a structure of composition H42KO21 from the Open Molecules 2025 dataset. Energies are from ωB97M-V with the def2-TZVPD basis set.

Computed properties:
Electronic energy ... -60001.4688 eV
LUMO ... -0.1171 hartree
Net charge ... +1
HOMO ... -0.46365 Eh
F_max ... 1.30 eV/A

The geometry in XYZ format:
```
64
H42KO21 | the Open Molecules 2025 dataset | ωB97M-V with the def2-TZVPD basis set
K 0.1650 0.0922 -0.2231
O 2.1882 -4.6802 0.9254
H 1.6518 -4.0014 0.5160
H 2.4653 -5.2381 0.1986
O 0.9277 2.4960 -1.9020
H 1.0172 3.3532 -1.4854
H 0.5493 2.6848 -2.7607
O 0.9696 5.3747 -0.1165
H 0.7711 4.8513 0.6600
H 1.0525 6.2698 0.2122
O 0.4185 -4.1547 -1.3816
H 1.1372 -3.7592 -1.8748
H -0.3001 -4.2148 -2.0110
O 1.1352 -2.5690 3.7375
H 1.0100 -2.2066 2.8604
H 1.9758 -3.0245 3.6912
O 4.2156 -2.2313 -0.3831
H 4.3107 -2.6545 0.4702
H 4.1453 -1.2982 -0.1816
O -0.7520 0.6366 2.3225
H -1.5577 0.2926 2.7082
H -0.7870 1.5778 2.4932
O -4.3665 -1.7201 0.7293
H -4.1912 -2.5444 0.2753
H -5.1923 -1.8704 1.1894
O 0.8732 3.7736 2.2326
H 0.3135 3.1414 2.6836
H 0.5033 4.6266 2.4601
O -2.2360 3.5219 2.4033
H -2.5468 3.4406 1.5016
H -2.3939 4.4383 2.6299
O 2.4569 -0.5670 1.4723
H 2.9620 0.0921 0.9962
H 3.0735 -0.9279 2.1093
O 2.5796 1.3867 -4.0015
H 3.3268 1.9787 -4.0872
H 1.8135 1.9584 -4.0504
O -3.1010 -0.3528 3.0787
H -3.1820 -0.5667 2.1493
H -3.5594 0.4821 3.1737
O 2.9227 0.8044 -0.8713
H 2.3960 1.3096 -1.4906
H 3.8280 1.0266 -1.0891
O -0.6116 -3.4520 1.0725
H -0.3733 -3.6047 0.1580
H -1.4320 -3.9309 1.1899
O 0.2432 2.0544 4.5644
H 0.0710 1.1139 4.5209
H -0.0084 2.3037 5.4536
O -2.0519 1.5800 -0.8411
H -2.1294 2.0360 -1.6792
H -2.9558 1.4490 -0.5547
O -1.4017 -1.3381 -2.0926
H -1.7957 -2.1891 -1.9006
H -1.3772 -1.2952 -3.0485
O -0.0263 -1.0061 -4.8266
H -0.7826 -0.4289 -4.7209
H -0.4027 -1.8542 -5.0616
O 2.4929 -1.4544 -4.1306
H 1.5681 -1.2577 -4.2803
H 2.9018 -0.5991 -3.9988
O -4.9981 0.3858 -0.9735
H -5.3991 0.8154 -0.2180
H -4.5203 -0.3559 -0.6023
```

***

Here is a structure of composition H44LiO22 from the Open Molecules 2025 dataset. Energies are from ωB97M-V with the def2-TZVPD basis set.

Computed properties:
Electronic energy ... -45964.1816 eV
LUMO ... -0.0983 hartree
Net charge ... +1
HOMO ... -0.46223 Eh
Relative energy (zero: lowest compared OMol25 entry of this formula, charge and spin) ... 0.0 kJ/mol
F_max ... 1.28 eV/A

The geometry in XYZ format:
```
67
H44LiO22 | the Open Molecules 2025 dataset | ωB97M-V with the def2-TZVPD basis set
Li -14.0507 19.4148 -18.5363
O -15.0883 24.0416 -16.3336
H -14.9428 24.8692 -15.8754
H -14.2512 23.5817 -16.2702
O -12.4791 23.4103 -20.4624
H -13.1756 23.9494 -20.0875
H -12.7644 23.2398 -21.3600
O -13.6805 17.8788 -19.8680
H -13.7222 17.9314 -20.8229
H -13.8169 16.9518 -19.6726
O -16.0320 19.6969 -18.8028
H -16.6690 19.6117 -18.0934
H -16.4990 20.1739 -19.4888
O -11.8134 15.5297 -20.0729
H -12.1529 14.9592 -19.3833
H -12.4611 15.4692 -20.7750
O -10.3702 21.4308 -15.6166
H -9.8969 21.0599 -16.3614
H -9.7261 21.9837 -15.1742
O -10.6222 18.0689 -18.3284
H -10.9360 18.0070 -17.4262
H -11.0775 17.3645 -18.7897
O -18.0099 18.3401 -17.4191
H -18.8376 18.4023 -16.9424
H -17.3657 18.1040 -16.7516
O -13.5306 21.3068 -18.6049
H -13.5529 21.9928 -17.9377
H -13.1043 21.7173 -19.3572
O -16.8911 22.1947 -19.3448
H -16.2050 22.8620 -19.3580
H -17.5364 22.5262 -18.7204
O -15.2332 17.8617 -22.9001
H -15.5130 16.9622 -23.0702
H -15.6200 18.3719 -23.6116
O -15.6779 15.2306 -20.0631
H -15.5078 14.4745 -20.6248
H -15.7346 14.8657 -19.1800
O -12.6137 17.8139 -22.8262
H -12.5583 16.8631 -22.7305
H -13.5525 17.9975 -22.8595
O -16.2619 17.6037 -15.4381
H -16.7930 16.8084 -15.3981
H -16.1590 17.8698 -14.5244
O -18.8962 21.3472 -20.9233
H -19.1519 20.5155 -20.5243
H -18.0513 21.5550 -20.5243
O -12.5521 23.0473 -16.4295
H -12.0935 23.6955 -16.9640
H -11.8913 22.3811 -16.2406
O -11.9097 19.1542 -14.7907
H -11.4569 18.7391 -14.0566
H -11.3071 19.8348 -15.0904
O -13.8992 18.7791 -16.5917
H -14.4799 18.1877 -16.1128
H -13.2345 19.0332 -15.9515
O -14.9321 24.3013 -19.0578
H -15.0449 24.2554 -18.1084
H -15.5272 24.9971 -19.3368
O -17.9950 17.0387 -19.8820
H -17.0762 16.7732 -19.9199
H -17.9914 17.8426 -19.3624
O -9.0438 20.5003 -18.0847
H -9.4133 19.6894 -18.4342
H -8.1044 20.4282 -18.2533
O -13.7557 20.5652 -13.3069
H -13.1730 20.4618 -14.0592
H -13.2805 20.1650 -12.5786
```